No. 1
Molecular formula: C12H45F6NO10P
Method: DFT, wB97M-V/def2-TZVPD

Its charge is -1. The value obtained for the gap between HOMO and LUMO is 9.195 eV. The calculation puts the energy relative to the best compared isomer or geometry (same formula, charge and spin) at 0.0 kcal per mole. Its LUMO energy is 2.235 eV.

Last column: Mulliken charge in e.
Positions of all 75 atoms, in Å:
P1 0.05 0.37 -0.50  1.7934
F1 -0.54 -1.04 -1.00  -0.2139
F2 -1.06 0.62 0.64  -0.3060
F3 0.88 -0.43 0.65  -0.3784
F4 0.79 1.76 -0.11  -0.4681
F5 1.21 0.17 -1.62  -0.5038
F6 -0.89 1.23 -1.52  -0.2609
C1 2.34 -2.66 -2.03  -0.7549
C2 1.25 -3.65 -2.46  0.0407
O1 1.84 -4.53 -3.44  -0.5775
H1 2.45 -1.78 -2.65  0.1719
H2 3.25 -3.26 -2.02  0.4540
H3 2.21 -2.38 -0.99  0.0206
H4 0.38 -3.16 -2.90  0.2245
H5 0.96 -4.24 -1.59  0.1457
H6 1.14 -5.13 -3.72  0.2981
C3 0.18 0.22 -5.03  -0.7231
C4 -0.11 1.69 -4.73  0.0274
O2 -0.36 2.47 -5.90  -0.5884
H7 1.17 0.07 -5.45  0.2775
H8 -0.52 -0.13 -5.78  0.3522
H9 0.18 -0.36 -4.10  0.0241
H10 0.63 2.18 -4.10  0.2002
H11 -1.02 1.76 -4.13  0.0707
H12 -1.24 2.26 -6.22  0.3357
C5 4.54 -0.51 3.58  -1.2518
C6 3.45 -1.02 2.64  -0.0486
O3 3.41 -0.13 1.54  -0.5988
H13 5.49 -0.80 3.13  0.2973
H14 4.48 -1.00 4.56  0.3706
H15 4.46 0.56 3.77  0.2944
H16 2.47 -1.06 3.13  0.2267
H17 3.66 -2.03 2.25  0.2508
H18 2.53 -0.19 1.12  0.3665
C7 -3.36 -3.20 0.01  -0.5454
C8 -2.90 -4.60 -0.42  -0.2848
O4 -1.57 -4.73 0.14  -0.5176
H19 -3.36 -3.08 1.09  0.2918
H20 -4.37 -3.04 -0.35  0.4192
H21 -2.62 -2.53 -0.42  -0.2301
H22 -2.77 -4.68 -1.50  0.3125
H23 -3.48 -5.38 0.10  0.2920
H24 -1.18 -5.55 -0.19  0.2301
C9 -1.07 0.85 4.15  -1.2199
C10 -1.70 2.18 4.46  0.4599
C11 -1.16 3.26 3.49  -0.3965
O5 0.19 3.48 3.84  -0.3734
C12 1.00 3.64 2.69  -0.4179
N1 -3.17 2.05 4.34  -0.7870
H25 0.02 0.93 4.17  0.2997
H26 -1.26 0.40 3.17  0.0898
H27 -1.24 0.07 4.90  0.3904
H28 -1.50 2.43 5.50  0.3132
H29 -1.74 4.17 3.67  0.2637
H30 -1.36 2.97 2.45  0.2008
H31 0.62 4.38 1.97  0.3047
H32 1.15 2.68 2.19  0.0213
H33 2.01 3.98 2.93  0.3196
H34 -3.41 1.92 3.36  0.2984
H35 -3.54 2.97 4.58  0.2819
O6 -3.50 -0.08 -1.80  -0.7584
H36 -3.12 0.80 -1.69  0.2753
H37 -2.84 -0.67 -1.41  0.3079
O7 3.17 1.98 -2.57  -0.7127
H38 2.41 1.39 -2.46  0.3257
H39 3.67 1.87 -1.75  0.3309
O8 0.14 -3.16 1.69  -0.7114
H40 -0.50 -3.70 1.19  0.4203
H41 0.26 -2.35 1.17  0.2302
O9 -2.98 3.23 -1.44  -0.6502
H42 -2.13 3.01 -1.84  0.1924
H43 -2.82 4.08 -1.02  0.3438
O10 -0.20 4.28 -1.04  -0.7047
H44 0.60 4.53 -1.51  0.2923
H45 -0.08 3.33 -0.86  0.2332

No. 2
Molecular formula: C2H10N2O2
Method: DFT, wB97M-V/def2-TZVPD

The value obtained for the gap between HOMO and LUMO is 9.258 eV. The calculation puts the energy relative to the best compared isomer or geometry (same formula, charge and spin) at 88.9 kcal per mole. Its LUMO energy is 0.793 eV.

Last column: Mulliken charge in e.
Positions of all 16 atoms, in Å:
C1 -1.87 -0.30 0.81  -0.0459
O1 -1.76 1.05 1.18  -0.4410
O2 -1.89 -0.42 -0.48  -0.7175
H1 -2.25 1.15 2.02  0.2778
H2 -0.55 -0.12 -0.81  0.5260
H3 -2.63 -0.82 1.41  0.3130
H4 -0.67 -0.86 1.18  -0.1510
C2 1.59 0.86 0.06  -0.8013
N1 0.74 -0.20 -0.50  -0.0714
N2 1.37 -0.80 -1.65  -0.7574
H5 0.48 -0.94 0.32  0.4222
H6 1.05 -0.27 -2.46  0.2688
H7 0.96 -1.72 -1.76  0.2817
H8 1.14 1.24 0.98  0.2816
H9 1.71 1.69 -0.64  0.2895
H10 2.58 0.48 0.33  0.3248

No. 3
Molecular formula: C2H2Cl3P
Method: DFT, wB97M-V/def2-TZVPD

The value obtained for the gap between HOMO and LUMO (spin up / spin down) is 6.933 / 6.936 eV. The calculation puts the energy relative to the best compared isomer or geometry (same formula, charge and spin) at 55.1 kcal per mole. Its LUMO energy (spin up / spin down) is -2.540 / -2.539 eV.

Last column: Mulliken charge in e.
Positions of all 8 atoms, in Å:
C1 0.45 -0.10 -0.11  -0.5076
C2 1.56 0.66 -0.04  0.3788
P1 2.74 0.13 1.23  0.3237
Cl1 1.96 1.74 -1.31  -0.1404
Cl2 4.36 1.06 0.70  -0.0580
Cl3 3.46 -1.75 -0.88  -0.4782
H1 -0.32 0.09 -0.87  0.2880
H2 0.38 -1.07 0.54  0.1937

No. 4
Molecular formula: C9H18LiO5
Method: DFT, wB97M-V/def2-TZVPD

Its charge is +1. The value obtained for the gap between HOMO and LUMO is 8.277 eV. The calculation puts the energy relative to the best compared isomer or geometry (same formula, charge and spin) at 10.0 kcal per mole. Its LUMO energy is -2.693 eV.

Last column: Mulliken charge in e.
Positions of all 33 atoms, in Å:
Li1 0.58 -0.27 0.77  0.7374
C1 3.45 0.39 -0.03  -0.6144
O1 2.60 0.25 1.04  -0.3353
H1 3.22 -0.40 -0.82  0.2237
H2 4.48 0.49 0.42  0.3522
H3 3.16 1.48 -0.46  0.1769
H4 3.10 0.29 1.93  0.2722
C2 1.69 -2.92 1.01  -0.4595
O2 0.47 -2.39 0.48  -0.3991
H5 2.17 -3.68 0.30  0.2801
H6 1.53 -3.41 2.03  0.2843
H7 2.39 -2.16 1.06  0.1416
H8 -0.16 -3.10 0.50  0.2306
C3 -0.30 1.66 2.89  -0.5097
O3 -0.23 0.30 2.50  -0.4530
H9 0.52 1.70 3.78  0.2357
H10 -1.30 1.77 3.28  0.3033
H11 -0.17 2.42 2.10  0.1491
H12 -0.47 -0.15 3.35  0.3021
C4 -1.48 -0.86 -2.49  -1.1642
C5 -0.61 -0.14 -1.73  -0.0757
C6 -0.90 1.18 -1.20  0.8118
C7 -2.11 1.86 -1.35  -0.8799
C8 -3.03 0.98 -1.99  -0.3583
C9 -2.77 -0.34 -2.63  0.7983
O4 -3.79 -0.94 -3.34  -0.5368
O5 0.06 1.58 -0.24  -0.4907
H13 -1.42 -1.75 -2.89  0.6232
H14 0.45 -0.67 -1.66  0.4289
H15 -2.28 2.93 -1.00  0.2936
H16 -4.15 1.62 -2.12  0.0322
H17 -4.58 -0.28 -3.51  0.3392
H18 -0.14 2.56 0.04  0.2601

No. 5
Molecular formula: C26H54N4O15
Method: DFT, wB97M-V/def2-TZVPD

The value obtained for the gap between HOMO and LUMO is 8.914 eV. The SMILES is C[C@H]1COC(=O)O1.C[C@H]1COC(=O)O1.C[C@H]1COC(=O)O1.CN(C)C=O.CN(C)C=O.CN(C)C=O.CN(C)C=O.CO.CO. Its LUMO energy is -0.288 eV.

Last column: Mulliken charge in e.
Positions of all 99 atoms, in Å:
C1 -10.00 6.19 3.81  -1.2106
C2 -10.11 5.11 4.83  0.5894
C3 -8.84 4.28 5.06  -0.4162
O1 -8.69 4.31 6.44  -0.2975
C4 -9.44 5.20 7.01  0.5642
O2 -9.29 5.52 8.24  -0.6397
O3 -10.33 5.69 6.17  -0.2421
H1 -10.87 6.85 3.81  0.1400
H2 -9.92 5.89 2.77  0.3241
H3 -9.15 6.74 4.22  0.3675
H4 -10.93 4.47 4.52  0.2337
H5 -8.03 4.68 4.45  0.2900
H6 -9.06 3.36 4.52  0.3438
C5 -12.71 7.35 -2.42  -1.6571
C6 -12.28 7.35 -0.91  0.9912
C7 -11.35 6.20 -0.51  -0.3288
O4 -10.19 6.94 -0.03  -0.3732
C8 -10.40 8.30 -0.14  0.7212
O5 -9.46 9.14 -0.11  -0.5776
O6 -11.53 8.46 -0.84  -0.3151
H7 -13.05 8.23 -2.97  0.3587
H8 -13.35 6.49 -2.62  0.4170
H9 -11.94 7.08 -3.14  0.4248
H10 -13.11 7.51 -0.23  -0.2041
H11 -10.97 5.54 -1.30  0.3060
H12 -11.84 5.61 0.27  0.2799
C9 -15.71 10.99 1.14  -1.0167
C10 -15.52 12.44 1.71  0.3717
C11 -15.49 13.47 0.60  -0.0234
O7 -16.20 14.49 1.19  -0.3199
C12 -16.93 14.11 2.20  0.5832
O8 -17.76 14.78 2.85  -0.6065
O9 -16.66 12.78 2.42  -0.2678
H13 -16.56 11.01 0.47  0.4868
H14 -16.12 10.41 1.97  -0.3161
H15 -14.91 10.45 0.64  0.3916
H16 -14.70 12.65 2.40  0.2522
H17 -15.95 13.15 -0.33  0.2885
H18 -14.42 13.68 0.50  0.1068
C13 -18.02 11.91 5.40  -0.8328
N1 -17.91 10.49 5.72  0.1392
C14 -16.81 9.81 5.04  -0.6215
C15 -18.77 9.96 6.63  0.1145
O10 -19.69 10.51 7.28  -0.6024
H19 -18.10 11.88 4.32  0.2462
H20 -17.19 12.59 5.62  0.2718
H21 -18.86 12.37 5.92  0.3197
H22 -15.92 10.42 4.89  0.1749
H23 -16.61 8.94 5.67  0.2559
H24 -17.14 9.68 4.01  0.2213
H25 -18.54 8.91 6.87  0.2973
C16 -9.22 12.28 1.23  -1.0056
N2 -10.26 13.31 1.11  0.1223
C17 -10.11 14.48 1.94  -0.8774
C18 -11.31 13.11 0.21  0.2454
O11 -12.20 13.88 0.00  -0.6579
H26 -8.32 12.89 1.22  0.3590
H27 -9.02 11.62 0.39  0.4249
H28 -9.35 11.65 2.11  0.2160
H29 -10.70 15.36 1.69  0.3262
H30 -10.34 14.27 2.98  0.2137
H31 -9.08 14.79 1.74  0.3259
H32 -11.18 12.09 -0.18  0.2715
C19 -17.15 5.83 3.50  -0.9753
N3 -15.95 6.61 3.20  0.3108
C20 -14.78 6.17 4.05  -0.5920
C21 -15.83 7.54 2.22  -0.2515
O12 -14.84 8.26 2.00  -0.3853
H33 -17.30 5.72 4.57  0.3315
H34 -17.07 4.80 3.16  0.3488
H35 -18.06 6.32 3.15  0.3240
H36 -14.28 5.22 3.86  0.3543
H37 -14.07 6.97 3.85  -0.2071
H38 -15.05 6.31 5.10  0.4191
H39 -16.77 7.75 1.69  0.3901
C22 -11.23 13.36 6.05  -0.8722
N4 -9.86 13.50 5.63  0.2020
C23 -9.27 14.79 5.79  -0.9990
C24 -9.16 12.32 5.37  0.0615
O13 -7.91 12.28 5.36  -0.6332
H40 -11.31 13.01 7.08  0.3530
H41 -11.81 12.68 5.44  0.1665
H42 -11.73 14.32 6.08  0.3578
H43 -10.00 15.48 5.35  0.3505
H44 -9.09 15.03 6.84  0.3592
H45 -8.34 14.70 5.23  0.3060
H46 -9.81 11.43 5.32  0.3484
C25 -12.68 9.84 3.43  0.4559
O14 -12.15 8.87 2.74  -0.4215
H47 -13.03 9.33 4.33  -0.2687
H48 -11.94 10.59 3.72  0.0365
H49 -13.52 10.34 2.96  -0.0600
H50 -12.88 8.34 2.40  0.2404
C26 -13.14 9.02 7.30  -0.2542
O15 -14.13 8.81 8.37  -0.5457
H51 -13.18 10.10 7.15  0.2246
H52 -12.10 8.80 7.55  0.4099
H53 -13.24 8.41 6.40  -0.1546
H54 -13.90 9.45 9.05  0.3013

No. 6
Molecular formula: C2H8N4S
Method: DFT, wB97M-V/def2-TZVPD

Its charge is +2. The value obtained for the gap between HOMO and LUMO is 2.797 eV. The calculation puts the energy relative to the best compared isomer or geometry (same formula, charge and spin) at 141.3 kcal per mole. Its LUMO energy is -13.174 eV.

Last column: Mulliken charge in e.
Positions of all 15 atoms, in Å:
C1 -1.39 -0.08 0.01  0.0767
C2 -0.64 -1.95 0.74  -0.3303
N1 -1.45 -1.33 -0.20  -0.0831
N2 -0.66 0.20 1.13  0.2439
N3 -0.17 -0.97 1.63  -0.0207
N4 1.65 1.41 -2.27  -0.6336
S1 -0.21 1.63 1.95  0.2755
H1 -1.89 0.68 -0.61  0.4036
H2 -1.02 -2.81 1.32  0.3767
H3 0.22 -2.45 0.19  0.3906
H4 0.44 -0.99 2.46  0.3398
H5 1.94 1.84 -1.40  0.2048
H6 1.35 1.90 -3.10  0.2348
H7 2.21 0.66 -2.63  0.2302
H8 -0.38 2.27 0.77  0.2911

No. 7
Molecular formula: C23H25NO3
Method: DFT, wB97M-V/def2-TZVPD

The value obtained for the gap between HOMO and LUMO is 7.504 eV. The calculation puts the energy relative to the best compared isomer or geometry (same formula, charge and spin) at 79.8 kcal per mole. The SMILES is CC(=O)[C@H](C(=O)c1ccccc1)[C@@H](/C=C/N1CCOCC1)c1ccccc1. Its LUMO energy is -0.026 eV.

Last column: Mulliken charge in e.
Positions of all 52 atoms, in Å:
C1 2.18 2.74 -2.92  -1.1816
C2 1.88 2.57 -1.44  0.2939
O1 2.53 3.26 -0.61  -0.5852
C3 0.84 1.44 -0.99  0.8446
C4 -0.12 2.18 0.04  -0.0714
O2 0.30 2.85 1.01  -0.6240
C5 -1.61 1.96 -0.13  0.2989
C6 -2.30 1.64 -1.33  -0.2354
C7 -3.70 1.52 -1.32  -0.6808
C8 -4.44 1.80 -0.17  -0.4047
C9 -3.76 2.12 1.00  -0.6733
C10 -2.38 2.20 1.02  -0.3280
C11 1.56 0.17 -0.36  1.4698
C12 0.65 -0.79 0.32  -1.5374
C13 0.10 -0.55 1.57  -0.4838
N1 -0.63 -1.43 2.32  0.1355
C14 -1.28 -0.85 3.51  -0.2954
C15 -2.41 -1.77 3.96  -0.6499
O3 -1.93 -3.09 4.23  -0.3744
C16 -1.17 -3.69 3.17  -0.6218
C17 -0.91 -2.80 1.94  -0.4939
C18 2.38 -0.45 -1.50  -0.0660
C19 3.74 -0.15 -1.53  -0.1074
C20 4.51 -0.59 -2.61  -0.5976
C21 3.95 -1.41 -3.58  -0.4937
C22 2.60 -1.74 -3.51  -0.7561
C23 1.82 -1.36 -2.41  -0.3375
H1 1.30 2.83 -3.59  0.2949
H2 2.75 3.69 -2.95  0.4211
H3 2.87 1.95 -3.32  0.1776
H4 0.21 1.20 -1.86  0.2914
H5 -1.79 1.58 -2.31  0.3478
H6 -4.22 1.19 -2.23  0.3647
H7 -5.53 1.79 -0.20  0.3904
H8 -4.30 2.30 1.92  0.3933
H9 -1.87 2.57 1.90  0.5296
H10 2.24 0.74 0.38  0.5203
H11 0.39 -1.71 -0.24  -0.0262
H12 0.32 0.43 2.06  0.6388
H13 -1.66 0.15 3.23  0.2847
H14 -0.53 -0.71 4.33  0.2461
H15 -2.76 -1.42 4.94  0.3789
H16 -3.24 -1.78 3.23  0.2829
H17 -1.74 -4.59 2.90  0.3136
H18 -0.22 -4.00 3.63  0.3282
H19 -1.84 -2.79 1.33  0.2781
H20 -0.09 -3.24 1.35  0.3575
H21 4.24 0.34 -0.67  0.3146
H22 5.57 -0.32 -2.64  0.3888
H23 4.55 -1.77 -4.41  0.3663
H24 2.13 -2.35 -4.26  0.4065
H25 0.83 -1.83 -2.22  0.2666

No. 8
Molecular formula: C11H11BO2
Method: DFT, wB97M-V/def2-TZVPD

The value obtained for the gap between HOMO and LUMO is 7.327 eV. The calculation puts the energy relative to the best compared isomer or geometry (same formula, charge and spin) at 0.0 kcal per mole. The SMILES is C=C1C(C)=C(B(O)O)c2ccccc21. Its LUMO energy is -0.121 eV.

Last column: Mulliken charge in e.
Positions of all 25 atoms, in Å:
C1 0.60 0.30 -2.68  -1.3616
C2 0.30 0.13 -1.43  0.5635
C3 -0.42 1.05 -0.58  0.6085
C4 -0.99 2.31 -0.91  -1.4073
C5 -0.47 0.46 0.77  -0.2191
B1 -1.08 1.08 2.07  0.6927
O1 -1.03 0.17 3.12  -0.5223
O2 -1.58 2.28 2.12  -0.5684
C6 0.25 -0.80 0.70  0.1399
C7 0.43 -1.76 1.70  -0.0896
C8 1.13 -2.92 1.39  -0.7573
C9 1.51 -3.12 0.07  -0.6618
C10 1.28 -2.20 -0.99  -0.3230
C11 0.64 -1.07 -0.63  0.4583
H1 0.48 1.29 -3.05  0.3440
H2 1.29 -0.38 -3.16  0.3038
H3 -1.71 2.66 -0.14  0.3235
H4 -1.34 2.39 -1.98  0.3747
H5 -0.13 3.12 -0.98  0.2830
H6 -1.58 0.38 3.89  0.2578
H7 -1.86 2.59 2.91  0.2550
H8 0.20 -1.73 2.73  0.3867
H9 1.13 -3.55 2.30  0.3108
H10 2.17 -3.89 -0.29  0.3265
H11 1.64 -2.49 -2.01  0.2820

no.,E_tot (eV)
1,-60740.970
2,-9307.713
3,-48960.827
4,-20059.226
5,-64505.919
6,-18976.039
7,-31886.803
8,-16357.756